66
Properties=species:S:1:pos:R:3:forces:R:3:lowdin_charge:R:1 method="wB97M-V/def2-TZVPD" e_lumo_ev="0.28 / -3.54" homo_ev="-8.492 / -8.250" orbital_gap_ha="0.32232 / 0.17320" mol_weight_da=612.1 s_squared=3.759 total_energy_ha=-3786.9522 spin_multiplicity=4
Ni -0.041 0.975 -0.342 -1.767 0.072 -0.972 0.8311
F -3.817 4.084 -2.425 -0.623 2.832 1.201 0.1539
F 2.636 0.551 2.340 0.599 0.048 -0.825 0.1701
F -0.023 -3.433 -1.835 -0.261 0.867 -0.837 0.1486
F -1.514 -3.838 -0.321 -1.497 0.069 -0.046 0.1606
F 2.185 1.914 3.927 0.212 -0.104 0.604 0.1831
F -1.853 3.491 -3.053 -0.539 -0.919 0.147 0.1124
F 2.051 -0.275 4.185 -0.438 0.382 0.469 0.1726
F 0.417 -4.617 -0.202 1.549 -1.388 1.395 0.1670
F -3.745 2.406 -3.516 0.865 -1.683 -1.050 0.1454
O -0.045 1.568 1.783 1.509 -0.520 1.070 0.1136
O -0.564 -1.095 -0.212 1.367 -0.594 0.372 -0.1998
O -2.993 0.819 -1.510 -0.348 0.491 -0.757 -0.1366
O 1.542 -2.087 0.038 -1.066 1.063 0.285 -0.1184
O -0.623 0.986 3.870 0.923 -0.593 0.578 -0.0532
O 2.010 0.580 -0.272 -0.296 0.148 -0.068 -0.0988
O 0.966 3.138 -0.878 0.659 -0.974 0.289 -0.0614
O 2.348 -0.121 -4.209 0.062 1.091 0.394 -0.0699
O -1.912 2.314 -0.327 0.207 0.820 -1.309 -0.2004
O 0.022 0.954 -2.517 0.139 -1.265 -0.217 -0.0905
C -0.248 -3.541 -0.525 -0.154 2.013 0.334 -0.6133
C 2.398 -2.560 1.002 1.395 -2.457 0.573 -0.3064
C 0.133 -2.197 0.289 -1.303 1.158 -2.537 -0.3408
C 2.252 3.048 -0.249 0.335 -0.224 0.401 -0.1778
C -0.028 -0.275 -3.296 2.676 -0.796 -0.285 -0.1227
C -1.940 0.435 5.827 -1.118 0.363 -0.979 -0.0707
C 1.435 -0.915 -3.477 -1.247 -0.129 -0.280 -0.2202
C -0.873 -0.107 4.829 -0.432 1.506 1.383 -0.1814
C -3.056 3.041 -2.574 0.103 -0.588 1.505 -0.5540
C 3.788 -2.626 0.371 0.046 1.278 0.336 -0.0470
C 2.893 1.642 -0.426 1.081 2.189 -0.544 -0.2007
C 0.382 0.822 2.884 -3.312 -0.710 -0.449 -0.2969
C -3.740 -1.245 -2.189 -0.150 -0.162 -0.104 -0.0689
C 1.837 0.758 3.367 -0.050 1.101 -0.429 -0.5813
C -4.162 0.051 -1.486 0.029 -1.742 -0.676 -0.2743
C -3.010 2.218 -1.179 2.428 -2.525 1.278 -0.3440
H 0.555 3.920 -0.502 -0.629 -0.036 -0.069 0.1090
H 3.714 -2.796 -0.703 -0.075 -0.867 0.165 0.0839
H -2.355 -0.214 6.598 1.087 -0.563 0.187 0.0734
H -4.525 -0.262 -0.507 0.390 0.486 0.685 0.1140
H 2.159 3.348 0.794 -0.141 -0.462 0.335 0.1154
H -0.001 -0.246 5.467 0.289 -0.398 -0.498 0.1046
H 3.748 1.470 0.228 -0.104 0.572 0.648 0.1229
H -0.202 -2.324 1.318 0.805 -0.525 0.591 0.1463
H -0.557 -1.072 -2.774 -0.439 0.469 0.083 0.0925
H -5.051 0.444 -1.979 0.193 0.636 -0.362 0.1136
H -3.487 -1.057 -3.232 -0.077 0.084 -0.068 0.0724
H 2.564 -0.158 -0.535 -1.010 -1.070 0.052 0.0937
H 2.913 3.813 -0.656 0.269 -0.229 -0.365 0.1225
H -2.857 -1.679 -1.720 0.049 0.213 0.200 0.0530
H -0.342 1.651 -3.067 -0.141 0.353 0.329 0.0918
H 2.387 -2.158 2.015 -0.087 1.372 -0.139 0.1096
H 1.389 -1.827 -4.072 -0.980 -0.378 0.205 0.1162
H -1.672 1.393 6.272 0.441 -0.203 0.026 0.0765
H 3.387 1.623 -1.398 -0.510 -0.093 -0.555 0.1284
H 4.265 -1.646 0.385 0.143 0.341 0.334 0.0592
H -2.894 0.638 5.342 0.126 0.258 -0.751 0.0703
H 1.793 -1.250 -2.503 0.188 0.397 0.314 0.0892
H -0.409 -0.080 -4.298 -0.269 0.120 0.211 0.1287
H -3.927 2.350 -0.605 -0.404 0.911 -0.349 0.1483
H -4.514 -2.012 -2.153 -0.198 0.068 -0.030 0.0712
H 3.115 -0.659 -4.418 -0.018 -0.008 -0.013 0.0811
H 2.168 -3.587 1.286 -0.372 -0.540 -0.453 0.1112
H 4.451 -3.288 0.928 -0.061 -0.191 -0.386 0.0824
H 0.288 -0.170 2.443 -0.234 -0.937 -0.300 0.1664
H -1.210 -1.028 4.354 0.185 0.102 -0.277 0.1231